(1)
Below is C24H23AsCoNO5S as an isolated structure, with properties calculated with the ωB97M-V functional and the def2-TZVPD basis.

Its multiplicity is 1. The total energy is -5376.10197 Ha. Its LUMO energy is -0.421 eV. The energy relative to the best compared isomer or geometry (same formula, charge and spin) comes out at 13.1 kJ/mol. The value obtained for the HOMO energy is -0.290 Ha. The value obtained for the molecular weight is 571.37 g mol⁻¹.

Structure (XYZ):
```
56
Properties=species:S:1:pos:R:3:forces:R:3
Co -1.21972 0.99270 0.06950 -0.76 -0.53 0.25
O -1.98079 -0.14573 -1.58095 0.13 0.25 0.02
C -3.40377 -0.24615 -1.39943 -0.05 0.01 0.07
C -3.84569 1.10090 -0.88558 -0.03 -0.02 -0.04
N -3.12343 1.47994 0.34932 0.45 0.07 0.05
C -3.11247 2.94949 0.46947 0.04 0.06 -0.02
C -2.09527 3.49109 -0.55663 -0.05 -0.08 0.03
O -2.22447 4.60041 -1.02167 0.01 0.02 0.04
O -1.14996 2.64533 -0.84582 0.32 -0.13 -0.29
C -3.54465 0.71243 1.53333 -0.01 -0.03 0.03
C -2.81274 -0.63917 1.56729 0.00 0.08 -0.03
O -3.31825 -1.61618 2.07278 0.00 0.06 0.05
O -1.63244 -0.60703 1.01190 0.06 -0.07 -0.14
H -1.59390 -1.02945 -1.48904 0.04 0.03 0.03
H -3.64146 -1.05431 -0.70601 0.02 0.01 0.00
H -3.88390 -0.45434 -2.35679 0.03 0.01 -0.01
H -4.92528 1.12058 -0.70892 0.01 -0.02 0.01
H -3.60634 1.84828 -1.64262 -0.03 0.01 0.00
H -2.77237 3.22105 1.46880 -0.03 0.00 0.00
H -4.09768 3.38630 0.29821 0.00 -0.01 -0.01
H -4.62614 0.57309 1.57293 0.00 -0.03 -0.03
H -3.21902 1.25942 2.41811 -0.04 0.00 0.01
S -0.48043 1.92925 1.94017 0.04 0.04 -0.13
C 0.80538 0.87188 2.51042 -0.01 0.03 0.07
C 1.20774 0.95896 3.84734 -0.01 -0.01 -0.04
C 2.28081 0.21591 4.30239 0.03 -0.03 -0.02
C 2.98052 -0.63234 3.44627 -0.02 0.04 0.04
C 2.58446 -0.73212 2.12516 -0.04 -0.01 0.00
C 1.49815 0.00674 1.66764 0.07 -0.10 -0.02
As 0.88112 -0.02947 -0.14012 0.00 0.20 0.11
C 2.37497 0.53485 -1.21413 -0.11 0.17 -0.04
C 3.39950 -0.33575 -1.57060 0.02 0.01 0.02
C 4.48640 0.14221 -2.28805 -0.01 -0.03 0.01
C 4.54771 1.48101 -2.65034 -0.02 0.03 0.00
C 3.52172 2.34711 -2.29939 0.04 -0.02 -0.02
C 2.43196 1.87621 -1.58170 -0.07 0.03 0.01
C 0.65822 -1.88407 -0.62233 0.03 0.06 -0.12
C 0.63485 -2.21656 -1.97652 0.03 -0.01 -0.02
C 0.37602 -3.52395 -2.36718 0.00 0.01 0.02
C 0.14263 -4.49699 -1.40543 0.00 0.00 -0.01
C 0.16486 -4.16400 -0.05791 -0.02 -0.02 0.01
C 0.41553 -2.85860 0.33756 -0.04 -0.01 0.05
H 0.67315 1.61779 4.51953 0.00 0.00 0.00
H 2.57817 0.29673 5.34024 0.00 0.00 0.00
H 3.82258 -1.20591 3.80917 -0.01 0.00 0.01
H 3.11831 -1.38600 1.44440 -0.01 -0.01 0.01
H 3.35183 -1.38281 -1.29682 0.00 -0.01 0.00
H 5.28578 -0.53290 -2.56494 0.00 0.00 0.00
H 5.39631 1.84885 -3.21240 0.00 0.00 0.00
H 3.56526 3.38896 -2.58780 0.00 0.00 0.00
H 1.62161 2.54714 -1.31655 -0.01 -0.01 0.00
H 0.83577 -1.45965 -2.72795 -0.02 -0.01 0.01
H 0.36179 -3.78069 -3.41846 0.00 0.01 0.00
H -0.06082 -5.51629 -1.70682 0.00 0.00 0.00
H -0.02998 -4.92060 0.69056 0.01 0.00 0.00
H 0.39787 -2.59357 1.38643 0.00 0.00 0.00
```
Forces are in eV/Å.

=====

(2)
Below is a 2-piece molecular cluster, C25H30Br3N3O4S overall, with properties calculated with the ωB97M-V functional and the def2-TZVPD basis.

Its multiplicity is 1. The total energy is -9555.38611 Ha. Its LUMO energy is -1.405 eV. Its structure (SMILES) is CC[C@@H](Br)c1cc2nc([C@@H](C)CC)c(N=C=S)nc2c(/C(Br)=C(/C)Br)c1CC(=O)O.CCOC(C)=O. The energy relative to the best compared isomer or geometry (same formula, charge and spin) comes out at 1576.9 kJ/mol. The value obtained for the HOMO energy is -0.310 Ha. The value obtained for the molecular weight is 708.31 g mol⁻¹.

Structure (XYZ):
```
66
Properties=species:S:1:pos:R:3:forces:R:3
C -3.79688 -4.78385 -0.97817 1.52 0.45 -0.25
C -4.26466 -3.49947 -1.88626 -0.83 0.42 0.71
C -3.92094 -2.02687 -1.18136 1.17 -1.07 -1.73
Br -4.64688 -2.18641 0.71464 0.42 0.60 -1.18
C -2.29393 -1.69502 -1.16491 4.37 -0.28 -0.26
C -1.15770 -2.76393 -1.75104 -0.41 3.09 1.51
C 0.48096 -2.46712 -1.70820 -0.13 0.42 0.37
N 1.37839 -3.54906 -2.23760 3.24 5.11 2.27
C 2.83888 -3.21591 -2.12246 -2.56 0.82 0.28
C 3.90991 -4.38452 -2.63890 -0.71 0.01 -0.08
C 4.97855 -3.84442 -3.76218 -0.92 0.10 -0.86
C 4.58796 -5.10515 -1.32982 0.16 -0.64 -0.31
C 6.18658 -4.80812 -1.12277 0.31 -0.28 1.28
C 3.35316 -1.81004 -1.48502 -2.14 0.94 0.35
N 4.88170 -1.61405 -1.40155 -1.57 2.26 7.12
C 5.15522 -1.19169 -0.11397 -0.59 -3.28 -1.43
S 5.52268 -1.21710 1.57592 -1.10 0.49 -5.84
N 2.51368 -0.67571 -0.96692 -1.51 -6.86 -2.83
C 1.07257 -1.08302 -1.09203 -1.82 0.44 0.25
C -0.05286 0.01740 -0.52662 -1.94 -1.13 -0.64
C 0.52802 1.45779 0.09255 -0.08 -3.21 4.26
Br 0.73166 3.00671 -1.15908 -0.22 -1.81 1.62
C 0.87092 1.47695 1.56574 -0.34 2.51 -4.56
C 1.40602 2.91535 2.15965 -0.17 0.07 0.49
Br 0.71411 -0.09525 2.80198 0.11 1.80 -1.72
C -1.68790 -0.27017 -0.53356 2.74 -1.34 -0.97
C -2.75681 0.84685 0.08799 0.25 0.27 -0.49
C -3.81812 1.37234 -1.09280 1.27 1.40 -5.01
O -3.38342 1.69327 -2.31595 -3.10 -2.09 8.00
O -5.25084 1.53184 -0.76410 3.88 -1.11 0.66
H -4.62987 -5.22174 -0.27866 1.59 0.92 -1.65
H -2.90737 -4.39799 -0.28858 -1.90 -1.03 -1.36
H -3.32401 -5.60466 -1.70058 -1.26 1.60 1.69
H -5.45467 -3.56043 -1.95431 2.66 0.36 -0.16
H -3.78767 -3.45532 -2.95676 -0.97 -0.29 2.08
H -4.51519 -1.23382 -1.81574 1.25 -1.27 1.75
H -1.50925 -3.79288 -2.22946 0.96 2.51 1.18
H 3.26478 -5.22979 -3.18174 1.09 2.19 1.25
H 5.82120 -3.14389 -3.34676 -1.67 -1.61 -0.74
H 4.35578 -3.22401 -4.56959 1.37 -1.27 1.78
H 5.39868 -4.78281 -4.36619 -0.67 2.08 1.56
H 4.46275 -6.28283 -1.47616 0.31 2.56 0.33
H 3.93855 -4.83240 -0.38738 1.54 -0.44 -1.73
H 6.88832 -5.24391 -1.95156 -1.64 0.75 1.39
H 6.49718 -5.34758 -0.10539 -0.61 1.13 -2.19
H 6.47084 -3.67984 -0.98291 -0.82 -2.14 -0.36
H 0.73180 3.79256 1.73106 1.53 -2.00 0.78
H 2.53731 3.11810 1.87478 -2.42 -0.58 0.39
H 1.33709 3.00821 3.33405 0.03 -0.52 -2.46
H -3.30800 0.41630 1.02862 0.94 0.62 -2.00
H -2.21127 1.83798 0.45564 -0.88 -2.24 -0.99
H -5.37158 1.15823 0.16081 0.26 0.55 -1.50
C -3.68479 6.07587 3.19769 0.02 0.01 -0.23
C -2.71487 6.21577 4.35478 -0.16 0.01 -0.18
O -1.40711 5.73639 3.99069 0.48 -0.13 0.25
C -0.46174 6.48452 3.37476 1.67 -0.73 -0.29
C -0.86047 7.78838 2.75563 0.10 0.73 0.28
O 0.68797 6.06064 3.26444 -2.32 0.46 0.41
H -3.37903 6.68242 2.34133 -0.07 0.03 0.12
H -4.69042 6.38340 3.49877 0.11 -0.04 -0.02
H -3.72223 5.03706 2.85317 -0.01 0.13 0.16
H -2.66666 7.23726 4.74283 0.07 -0.07 -0.14
H -3.05348 5.58584 5.18402 0.34 0.01 -0.14
H -1.14328 7.61987 1.71386 0.00 0.02 0.11
H -0.00197 8.46674 2.78937 -0.08 -0.31 -0.19
H -1.66734 8.29678 3.28235 -0.13 -0.15 -0.17
```
Forces are in eV/Å.

=====

(3)
Below is one molecule with the formula CHNO2S, with properties calculated with the ωB97M-V functional and the def2-TZVPD basis.

Its multiplicity is 1. The total energy is -641.99557 Ha. Its LUMO energy is -0.949 eV. Its structure (SMILES) is O=C=NOS. The energy relative to the best compared isomer or geometry (same formula, charge and spin) comes out at 249.5 kJ/mol. The value obtained for the HOMO energy is -0.369 Ha. The value obtained for the molecular weight is 91.09 g mol⁻¹.

Structure (XYZ):
```
6
Properties=species:S:1:pos:R:3:forces:R:3
O 1.42399 -2.22183 -0.39714 0.65 -0.90 -0.79
C 0.99066 -1.22728 0.00044 0.16 -0.06 -0.67
N 0.48031 -0.36950 0.65126 -1.99 3.32 1.93
O 0.10687 1.15664 0.47211 2.85 -2.38 -0.38
S -1.42219 1.46816 0.30347 -1.74 -0.16 -0.51
H -1.57964 1.19381 -1.03013 0.08 0.18 0.41
```
Forces are in eV/Å.

=====

(4)
Below is a 2-piece molecular cluster, C2H3NO2S2 overall, with properties calculated with the ωB97M-V functional and the def2-TZVPD basis.

Its multiplicity is 1. The total energy is -1079.45022 Ha. Its LUMO energy is -1.296 eV. Its structure (SMILES) is O=C1SN1O.C=S. The energy relative to the best compared isomer or geometry (same formula, charge and spin) comes out at 447.8 kJ/mol. The value obtained for the HOMO energy is -0.339 Ha. The value obtained for the molecular weight is 137.19 g mol⁻¹.

Structure (XYZ):
```
10
Properties=species:S:1:pos:R:3:forces:R:3
O -0.77179 -1.01505 -1.20748 1.65 -0.97 -0.64
C -1.38010 -0.55355 -0.32273 -1.83 0.75 -0.05
S -2.80171 0.41502 -0.11845 -0.26 0.44 0.22
N -1.61182 -0.48225 1.03254 -0.39 -0.87 0.05
O -0.82837 0.22971 1.85168 3.34 1.86 -1.18
H 0.00398 0.71792 1.26276 -2.64 -1.25 1.48
C 1.92304 0.05602 -0.63045 0.18 3.56 -1.91
S 1.18658 1.48367 -0.32625 0.87 -1.00 -0.21
H 2.62407 -0.10925 -1.46302 -0.26 0.29 0.45
H 1.65612 -0.74224 -0.07861 -0.66 -2.82 1.81
```
Forces are in eV/Å.